1.
{"formula": "H2O2", "method": "wB97M-V/def2-TZVPD", "symbols": ["O", "O", "H", "H"], "positions_angstrom": [[0.707, -0.086, 0.082], [-0.705, -0.070, -0.094], [0.925, 0.679, -0.482], [-0.938, 0.568, 0.583]], "lumo_ev": 1.0374, "gap_ev": 12.26, "smiles": "OO"}



2.
{"formula": "C7H12", "method": "wB97M-V/def2-TZVPD", "symbols": ["C", "C", "C", "C", "C", "C", "C", "H", "H", "H", "H", "H", "H", "H", "H", "H", "H", "H", "H"], "positions_angstrom": [[1.171, -1.190, -1.156], [-0.243, -0.010, -0.549], [-1.189, 0.262, -1.552], [-0.536, -0.186, 0.972], [0.514, 0.808, 0.445], [0.230, 2.311, 0.409], [0.035, -1.547, 1.563], [2.137, -0.800, -0.857], [1.076, -2.333, -1.016], [0.733, -0.830, -2.139], [-2.065, 0.933, -1.397], [-1.123, -0.256, -2.443], [-1.482, 0.116, 1.322], [0.637, 2.997, 1.294], [0.575, 2.729, -0.441], [-0.784, 2.481, 0.672], [-0.356, -1.659, 2.548], [-0.403, -2.317, 0.815], [1.073, -1.509, 1.510]], "lumo_ev": -0.8348, "gap_ev": 6.05}



3.
{"formula": "C3H5N3", "method": "wB97M-V/def2-TZVPD", "symbols": ["C", "N", "C", "N", "C", "N", "H", "H", "H", "H", "H"], "positions_angstrom": [[0.472, 1.452, -0.625], [-0.089, 0.217, -0.068], [-0.086, -1.018, -0.613], [-0.427, -1.930, 0.265], [-0.629, -1.197, 1.389], [-0.432, 0.104, 1.254], [-0.279, 2.163, -0.989], [1.053, 1.930, 0.163], [1.149, 1.222, -1.456], [0.181, -1.254, -1.634], [-0.913, -1.689, 2.315]], "lumo_ev": 0.8912, "gap_ev": 10.85, "smiles": "Cn1cncn1"}



4.
{"formula": "C4H3N3O", "method": "wB97M-V/def2-TZVPD", "symbols": ["O", "C", "C", "C", "N", "C", "N", "N", "H", "H", "H"], "positions_angstrom": [[2.955, -0.709, -0.299], [2.110, 0.119, 0.148], [0.589, -0.185, 0.182], [-0.239, 0.923, 0.029], [-1.569, 0.818, -0.174], [-2.017, -0.491, -0.075], [-1.264, -1.561, 0.004], [0.093, -1.461, 0.090], [2.328, 1.279, 0.476], [0.144, 1.988, -0.211], [-3.130, -0.720, -0.170]], "lumo_ev": -1.2972, "gap_ev": 8.93, "smiles": "O=Cc1cncnn1"}



5.
{"formula": "C13H14FeIN3Se", "method": "wB97M-V/def2-TZVPD", "symbols": ["C", "C", "H", "H", "H", "H", "H", "H", "C", "C", "C", "C", "H", "H", "H", "H", "N", "C", "C", "N", "C", "C", "C", "H", "H", "C", "H", "H", "Fe", "I", "Se", "C", "N"], "positions_angstrom": [[-0.560, -2.514, 1.737], [1.003, -0.395, 2.513], [-1.627, -2.213, 1.751], [-0.967, -4.671, 3.441], [0.049, -2.061, 0.895], [1.534, 0.587, 2.666], [0.619, -0.682, 3.498], [1.757, -1.142, 2.212], [-2.194, -0.874, -1.012], [-2.908, -0.845, -2.217], [-2.507, 0.044, -3.223], [-1.364, 0.803, -3.017], [-2.474, -1.560, -0.206], [-3.778, -1.500, -2.336], [-3.088, 0.119, -4.150], [-1.006, 1.503, -3.783], [-1.128, -0.063, -0.781], [-0.662, 0.732, -1.811], [0.551, 1.481, -1.495], [1.058, 1.267, -0.234], [2.270, 1.749, 0.141], [2.372, 3.010, -1.901], [2.945, 2.656, -0.677], [2.648, 1.377, 1.084], [3.899, 3.050, -0.325], [1.190, 2.408, -2.325], [0.743, 2.659, -3.292], [2.876, 3.751, -2.517], [-0.201, 0.601, 1.018], [-1.650, 1.249, 2.825], [0.825, -3.628, 5.117], [-0.235, -3.898, 3.671], [0.011, -2.999, 2.732]], "lumo_ev": [-1.3887, -1.4617], "gap_ev": [5.06, 5.84], "spin_multiplicity": 5}



6.
{"formula": "C45H41N3O7P2S2Ti", "method": "wB97M-V/def2-TZVPD", "symbols": ["Ti", "O", "C", "O", "C", "C", "C", "C", "C", "N", "C", "O", "O", "H", "H", "H", "S", "P", "C", "P", "S", "C", "C", "C", "C", "C", "C", "C", "C", "C", "C", "C", "C", "C", "C", "C", "C", "C", "C", "C", "C", "C", "C", "C", "C", "H", "H", "H", "H", "H", "H", "H", "H", "H", "H", "H", "H", "H", "H", "H", "H", "H", "H", "H", "H", "C", "C", "N", "C", "C", "N", "C", "C", "H", "H", "H", "H", "H", "H", "H", "H", "H", "H", "H", "H", "H", "O", "C", "C", "C", "C", "C", "C", "C", "O", "O", "H", "H", "H", "H", "H"], "positions_angstrom": [[1.099, 1.382, -0.478], [0.816, 5.344, -0.731], [0.996, 4.175, -0.949], [0.594, 3.163, -0.161], [1.834, 3.636, -2.071], [2.673, 4.359, -2.856], [3.627, 3.677, -3.652], [3.783, 2.298, -3.492], [2.923, 1.613, -2.669], [1.870, 2.259, -2.054], [3.112, 0.266, -2.096], [4.027, -0.493, -2.357], [2.190, 0.045, -1.156], [2.617, 5.440, -2.825], [4.291, 4.231, -4.302], [4.588, 1.757, -3.971], [0.538, -1.384, -3.322], [-0.858, -0.915, -1.983], [-0.754, 0.408, -0.823], [-1.880, 1.717, -1.240], [-1.608, 2.839, -2.845], [-3.666, 1.170, -1.195], [-4.543, 1.464, -2.230], [-5.883, 1.089, -2.153], [-6.364, 0.426, -1.035], [-5.495, 0.131, 0.011], [-4.160, 0.502, -0.072], [-2.075, 2.718, 0.308], [-2.523, 4.030, 0.209], [-2.678, 4.810, 1.347], [-2.399, 4.282, 2.602], [-1.967, 2.966, 2.709], [-1.805, 2.191, 1.567], [-2.469, -1.038, -2.882], [-3.588, -1.711, -2.396], [-4.743, -1.808, -3.163], [-4.793, -1.233, -4.426], [-3.688, -0.548, -4.913], [-2.534, -0.452, -4.147], [-1.102, -2.432, -0.905], [-1.650, -2.305, 0.368], [-1.937, -3.426, 1.146], [-1.672, -4.699, 0.655], [-1.106, -4.839, -0.609], [-0.820, -3.714, -1.379], [-4.159, 1.989, -3.097], [-6.550, 1.316, -2.978], [-7.408, 0.138, -0.975], [-5.860, -0.380, 0.896], [-3.492, 0.276, 0.751], [-2.711, 4.443, -0.776], [-2.998, 5.842, 1.253], [-2.500, 4.897, 3.489], [-1.740, 2.546, 3.683], [-1.438, 1.175, 1.639], [-3.577, -2.154, -1.409], [-5.607, -2.328, -2.767], [-5.693, -1.314, -5.024], [-3.720, -0.089, -5.894], [-1.670, 0.079, -4.524], [-1.853, -1.303, 0.734], [-2.378, -3.304, 2.130], [-1.915, -5.575, 1.247], [-0.902, -5.829, -1.004], [-0.377, -3.805, -2.366], [4.027, -3.428, 1.917], [3.877, -1.926, 1.545], [2.599, -1.710, 0.894], [1.508, -2.050, 1.791], [1.552, -3.559, 2.133], [2.776, -4.130, 1.454], [2.636, -3.989, -0.044], [2.524, -2.477, -0.352], [4.121, -3.597, 2.989], [4.863, -3.905, 1.407], [4.670, -1.619, 0.864], [3.933, -1.308, 2.442], [0.574, -1.800, 1.300], [1.588, -1.455, 2.698], [0.687, -4.093, 1.745], [1.653, -3.753, 3.200], [2.847, -5.113, 1.689], [1.743, -4.538, -0.340], [3.513, -4.455, -0.494], [1.586, -2.262, -0.850], [3.310, -2.142, -1.022], [1.064, 0.516, 4.049], [2.283, 1.082, 4.144], [2.857, 1.172, 5.415], [4.105, 1.741, 5.571], [4.810, 2.232, 4.474], [4.240, 2.141, 3.216], [2.988, 1.567, 3.036], [2.413, 1.503, 1.660], [3.014, 1.938, 0.669], [1.249, 0.950, 1.525], [0.774, 0.621, 3.113], [2.293, 0.807, 6.263], [4.530, 1.817, 6.566], [5.783, 2.687, 4.605], [4.743, 2.523, 2.336]], "total_charge": -1, "lumo_ev": [1.0806, 1.0806], "gap_ev": [3.63, 5.28], "spin_multiplicity": 2}



ΔE to the lowest compared entry with this formula, charge and spin readings, ordered: 0.0, 178.0, 12.4, 51.2, 7.1, 21.4 kcal/mol
E_tot readings, ordered: -151.5689, -273.6248, -281.5704, -393.6378, -4630.7516, -4759.1654 a.u.